DFT (ωB97M-V/def2-TZVPD) results for a structure of composition C4H4 in a non-equilibrium geometry.

The geometry in ORCA input format:
```
! RIJCOSX wB97M-V def2-TZVPD def2/J DEFGRID3
* xyz 0 1
C -1.220 -0.383 -0.131
C -1.315 0.877 0.118
C 0.987 0.618 -0.077
C 0.230 -0.428 0.240
H -1.792 -1.338 -0.458
H 0.632 1.518 -0.536
H 1.978 0.483 0.159
H 0.500 -1.347 0.685
*
```

The value obtained for the energy above the lowest of the compared OMol25 structures with the same formula, charge and spin is 2.808 eV. As for the molecular weight: 52.08 u. The orbital gap is 9.73 eV. For the total energy, the calculation gives -154.61728 a.u. The maximum force comes out at 2.57 eV Å⁻¹.